# 1
{
  "formula": "C31H57N4O2P2V",
  "method": "ωB97M-V/def2-TZVPD",
  "symbols": ["C", "C", "C", "C", "C", "H", "H", "H", "N", "P", "P", "C", "H", "H", "C", "H", "C", "C", "C", "C", "C", "H", "H", "H", "C", "H", "H", "H", "C", "H", "H", "H", "C", "H", "H", "H", "C", "H", "H", "H", "C", "H", "H", "H", "C", "H", "H", "H", "C", "H", "H", "H", "C", "H", "H", "H", "C", "H", "H", "H", "C", "H", "H", "H", "C", "H", "H", "H", "V", "C", "O", "N", "C", "C", "C", "C", "C", "H", "H", "H", "H", "H", "H", "H", "H", "H", "C", "N", "C", "N", "O", "H", "H", "H", "H", "H", "H"],
  "xyz": [[2.242, -1.241, -1.801], [1.439, 0.735, -2.769], [3.157, -1.343, -2.838], [2.161, 0.522, -3.967], [3.106, -0.477, -3.931], [3.938, -2.096, -2.764], [2.067, 1.239, -4.795], [3.783, -0.586, -4.770], [1.374, -0.203, -1.737], [0.584, -2.364, 0.095], [0.152, 2.386, -0.963], [2.221, -2.273, -0.703], [2.523, -3.263, -1.076], [2.984, -2.055, 0.060], [0.995, 2.104, -2.547], [0.284, 2.386, -3.368], [-1.579, 3.340, -0.836], [1.623, 3.588, -0.709], [-0.415, -3.545, -1.024], [0.899, -3.212, 1.768], [-2.626, 2.461, -0.140], [-2.347, 2.235, 0.898], [-3.582, 3.010, -0.121], [-2.782, 1.517, -0.671], [-1.456, 4.624, -0.013], [-1.120, 4.414, 1.011], [-0.801, 5.368, -0.479], [-2.459, 5.078, 0.058], [-2.033, 3.624, -2.257], [-2.996, 4.157, -2.210], [-1.322, 4.236, -2.831], [-2.214, 2.676, -2.780], [1.663, 4.099, 0.717], [1.507, 3.295, 1.448], [2.670, 4.501, 0.897], [0.953, 4.910, 0.903], [2.938, 2.838, -0.977], [3.053, 1.983, -0.305], [3.007, 2.482, -2.005], [3.782, 3.523, -0.853], [1.455, 4.720, -1.738], [0.938, 4.402, -2.653], [0.926, 5.596, -1.341], [2.451, 5.049, -2.064], [-0.464, -3.529, 2.405], [-0.306, -3.890, 3.433], [-1.080, -2.619, 2.457], [-1.025, -4.306, 1.872], [1.629, -2.222, 2.688], [2.591, -1.892, 2.277], [1.014, -1.340, 2.900], [1.836, -2.721, 3.648], [1.774, -4.474, 1.660], [2.668, -4.304, 1.046], [2.117, -4.751, 2.670], [1.235, -5.340, 1.261], [-0.110, -3.201, -2.491], [0.914, -3.485, -2.778], [-0.812, -3.748, -3.142], [-0.242, -2.127, -2.687], [-1.912, -3.281, -0.734], [-2.219, -2.294, -1.109], [-2.526, -4.041, -1.261], [-2.153, -3.314, 0.346], [-0.128, -5.038, -0.802], [0.937, -5.277, -0.926], [-0.490, -5.387, 0.174], [-0.691, -5.596, -1.569], [0.049, 0.024, -0.237], [1.265, 0.468, 0.970], [2.083, 0.841, 1.740], [-1.545, -0.230, -1.547], [-2.043, -0.078, -2.608], [-2.353, 0.213, -4.038], [-1.678, 1.331, -4.888], [-1.966, -1.106, -4.728], [-3.860, 0.508, -3.920], [-1.848, 2.377, -4.595], [-0.600, 1.207, -5.089], [-2.144, 1.281, -5.892], [-2.299, -1.962, -4.129], [-2.387, -1.231, -5.731], [-0.869, -1.149, -4.820], [-4.289, 1.064, -4.752], [-4.361, -0.452, -3.830], [-4.078, 1.089, -3.011], [-0.424, 1.369, 4.058], [-1.780, 0.892, 3.857], [-2.174, 0.133, 2.808], [-3.498, -0.261, 2.849], [-1.445, -0.241, 1.849], [-0.120, 2.063, 3.269], [0.294, 0.547, 4.112], [-0.413, 1.902, 5.010], [-2.481, 1.075, 4.557], [-3.873, -0.793, 2.099], [-4.111, 0.091, 3.601]],
  "homo_ev": [-16.91, -16.74],
  "spin_multiplicity": 2,
  "homo_lumo_gap_ev": [4.962, 4.971],
  "charge": 3
}


# 2
{
  "formula": "C31H58BClF9NO9S3",
  "method": "ωB97M-V/def2-TZVPD",
  "symbols": ["C", "C", "C", "O", "C", "C", "C", "O", "C", "C", "O", "O", "C", "C", "C", "C", "C", "C", "C", "C", "O", "C", "B", "N", "O", "C", "C", "Cl", "C", "C", "C", "F", "F", "C", "F", "F", "C", "F", "F", "C", "F", "F", "F", "H", "H", "H", "H", "H", "H", "H", "H", "H", "H", "H", "H", "H", "H", "H", "H", "H", "H", "H", "H", "H", "H", "H", "H", "H", "H", "H", "H", "H", "H", "H", "H", "H", "H", "H", "H", "H", "H", "H", "H", "C", "S", "O", "C", "H", "H", "H", "H", "H", "H", "C", "S", "O", "C", "H", "H", "H", "H", "H", "H", "C", "S", "O", "C", "H", "H", "H", "H", "H", "H"],
  "xyz": [[1.186, 4.833, 2.009], [1.412, 3.775, 0.917], [0.161, 2.936, 0.666], [0.527, 1.623, 0.292], [-0.572, 0.745, 0.266], [-0.314, -0.380, -0.800], [-0.965, 0.141, -2.095], [-0.358, 1.415, -2.365], [-0.471, 1.800, -3.671], [-1.811, 2.375, -4.029], [0.434, 1.690, -4.425], [1.078, -0.392, -1.047], [1.582, -1.384, -0.164], [0.752, -2.603, -0.528], [1.094, -2.920, -2.042], [2.590, -2.935, -2.412], [3.044, -1.717, -3.266], [4.423, -1.143, -2.884], [4.365, 0.027, -1.876], [5.022, -0.258, -0.535], [6.415, -0.012, -0.644], [7.157, -0.532, 0.436], [1.270, -3.952, 0.169], [0.527, -5.185, 0.296], [2.561, -3.892, 0.686], [-0.687, -1.943, -0.378], [-1.724, -2.483, -1.449], [-1.837, -4.286, -1.598], [-3.147, -1.860, -1.435], [-4.353, -2.752, -1.109], [-1.376, -2.098, 1.053], [-2.222, -1.058, 1.261], [-2.171, -3.196, 0.994], [-0.730, -2.392, 2.507], [-0.343, -3.672, 2.515], [-1.805, -2.265, 3.319], [0.416, -1.683, 3.327], [0.356, -2.320, 4.516], [1.611, -1.932, 2.808], [0.308, -0.159, 3.661], [-0.949, 0.248, 3.628], [0.997, 0.541, 2.790], [0.793, 0.075, 4.854], [1.734, 5.754, 1.800], [1.493, 4.461, 2.992], [0.128, 5.107, 2.069], [2.219, 3.088, 1.189], [1.692, 4.279, -0.012], [-0.444, 3.382, -0.138], [-0.446, 2.902, 1.589], [-0.749, 0.368, 1.271], [-1.485, 1.284, -0.027], [-2.037, 0.290, -1.952], [-0.777, -0.519, -2.946], [-1.723, 2.904, -4.980], [-2.170, 3.054, -3.254], [-2.545, 1.571, -4.142], [1.396, -1.016, 0.851], [2.658, -1.498, -0.258], [0.657, -3.892, -2.288], [0.602, -2.211, -2.708], [3.237, -3.001, -1.535], [2.776, -3.836, -3.007], [2.300, -0.921, -3.188], [3.092, -2.036, -4.313], [4.931, -0.803, -3.792], [5.058, -1.938, -2.470], [3.334, 0.353, -1.706], [4.892, 0.892, -2.295], [4.863, -1.306, -0.226], [4.592, 0.374, 0.260], [6.626, -0.403, 1.391], [8.103, 0.010, 0.489], [7.363, -1.603, 0.298], [0.275, -5.711, -0.528], [0.939, -5.795, 0.994], [3.062, -4.673, 0.416], [-1.284, -2.271, -2.414], [-3.321, -1.462, -2.443], [-3.177, -0.978, -0.796], [-4.745, -3.221, -2.016], [-4.124, -3.556, -0.412], [-5.155, -2.139, -0.690], [2.041, 9.522, 2.127], [0.390, 9.278, 1.464], [0.299, 7.847, 1.073], [0.650, 10.211, -0.049], [2.101, 8.968, 3.061], [2.773, 9.135, 1.418], [2.205, 10.583, 2.316], [1.483, 9.775, -0.600], [0.850, 11.254, 0.197], [-0.263, 10.139, -0.636], [-3.798, 3.305, 0.437], [-4.842, 1.859, 0.250], [-4.303, 1.075, -0.900], [-6.277, 2.735, -0.375], [-2.824, 2.968, 0.781], [-3.700, 3.808, -0.525], [-4.236, 3.971, 1.181], [-6.001, 3.275, -1.281], [-6.642, 3.420, 0.390], [-7.040, 1.993, -0.601], [-2.858, -5.988, 1.802], [-3.079, -7.761, 1.680], [-4.479, -8.000, 1.242], [-3.031, -8.085, 3.448], [-2.900, -5.584, 0.795], [-3.657, -5.565, 2.412], [-1.881, -5.770, 2.232], [-3.821, -7.516, 3.937], [-2.053, -7.807, 3.841], [-3.196, -9.151, 3.591]],
  "e_above_lowest_kcal_mol": 0.0,
  "homo_ev": -8.64,
  "homo_lumo_gap_ev": 8.973
}


# 3
{
  "formula": "C31H58CsN6OPSe2",
  "method": "ωB97M-V/def2-TZVPD",
  "symbols": ["Cs", "C", "Se", "C", "C", "Se", "C", "H", "H", "H", "H", "H", "H", "H", "H", "H", "H", "N", "C", "O", "C", "C", "H", "H", "H", "H", "H", "H", "C", "N", "C", "C", "C", "C", "C", "C", "C", "C", "H", "H", "H", "H", "H", "H", "H", "H", "H", "H", "H", "H", "N", "P", "N", "C", "C", "C", "C", "C", "N", "C", "C", "C", "C", "C", "N", "C", "C", "C", "C", "C", "H", "H", "H", "H", "H", "H", "H", "H", "H", "H", "H", "H", "H", "H", "H", "H", "H", "H", "H", "H", "H", "H", "H", "H", "H", "H", "H", "H", "H", "H"],
  "xyz": [[1.167, 0.572, -1.725], [4.739, 3.508, 1.394], [2.824, 3.188, 1.291], [2.362, 4.608, 0.027], [3.305, 4.755, -1.158], [3.502, 3.133, -2.233], [2.136, 3.583, -3.550], [4.943, 4.547, 1.649], [5.220, 3.253, 0.451], [5.127, 2.862, 2.179], [2.298, 5.546, 0.582], [1.356, 4.385, -0.339], [4.301, 5.075, -0.853], [2.886, 5.521, -1.812], [2.529, 4.304, -4.265], [1.265, 3.997, -3.037], [1.915, 2.648, -4.059], [4.989, -0.193, -4.714], [3.799, -0.495, -3.901], [2.862, 0.451, -3.809], [3.411, -1.963, -3.945], [4.130, -1.395, -2.717], [4.614, 0.106, -5.612], [5.370, 0.663, -4.314], [3.963, -2.661, -4.565], [2.349, -2.162, -3.847], [5.152, -1.722, -2.567], [3.559, -1.267, -1.800], [-0.863, 2.203, 1.059], [-1.124, 2.913, -0.181], [-2.134, 2.215, -0.945], [-1.486, 4.307, 0.063], [-1.609, 5.154, -1.187], [-2.896, 5.459, -1.637], [-3.085, 6.225, -2.783], [-1.961, 6.673, -3.465], [-0.687, 6.355, -2.989], [-0.429, 5.593, -1.833], [-1.724, 2.247, 1.758], [-0.002, 2.647, 1.567], [-0.660, 1.150, 0.842], [-3.114, 2.198, -0.424], [-1.821, 1.177, -1.085], [-2.277, 2.699, -1.911], [-0.708, 4.738, 0.700], [-2.436, 4.331, 0.640], [-3.764, 5.088, -1.092], [-4.084, 6.458, -3.135], [-2.079, 7.270, -4.368], [0.157, 6.731, -3.573], [-0.316, -1.051, -0.079], [-0.852, -2.239, 0.689], [-0.357, -2.322, 2.336], [-1.027, -3.048, 3.403], [-0.116, -3.155, 4.621], [0.190, -1.766, 5.201], [0.242, -0.713, 4.082], [0.649, -1.353, 2.761], [-0.519, -3.776, 0.016], [-0.763, -5.031, 0.685], [0.486, -5.536, 1.410], [1.659, -5.632, 0.433], [1.859, -4.311, -0.310], [0.552, -3.862, -0.958], [-2.547, -2.468, 0.951], [-3.165, -1.255, 1.498], [-4.574, -1.549, 1.996], [-5.432, -2.105, 0.864], [-4.730, -3.285, 0.198], [-3.311, -2.911, -0.213], [-1.313, -4.044, 3.069], [-1.967, -2.562, 3.717], [0.812, -3.646, 4.315], [-0.581, -3.795, 5.377], [1.144, -1.794, 5.736], [-0.572, -1.495, 5.938], [0.931, 0.095, 4.339], [-0.743, -0.256, 3.947], [1.640, -1.821, 2.877], [0.734, -0.612, 1.967], [-1.058, -5.788, -0.064], [-1.606, -4.921, 1.365], [0.286, -6.507, 1.878], [0.733, -4.824, 2.205], [1.440, -6.419, -0.302], [2.572, -5.933, 0.954], [2.641, -4.402, -1.069], [2.174, -3.535, 0.396], [0.275, -4.585, -1.743], [0.643, -2.884, -1.423], [-3.202, -0.466, 0.731], [-2.538, -0.869, 2.302], [-5.021, -0.637, 2.402], [-4.514, -2.283, 2.808], [-5.580, -1.317, 0.116], [-6.424, -2.391, 1.226], [-5.294, -3.619, -0.679], [-4.680, -4.126, 0.899], [-3.351, -2.117, -0.976], [-2.800, -3.762, -0.662]],
  "e_above_lowest_kcal_mol": 2.5,
  "homo_ev": -1.15,
  "homo_lumo_gap_ev": 5.009,
  "charge": -2
}


# 4
{
  "formula": "C31H58FINO29",
  "method": "ωB97M-V/def2-TZVPD",
  "symbols": ["C", "C", "C", "I", "N", "F", "C", "O", "O", "H", "H", "H", "H", "C", "O", "C", "O", "O", "C", "H", "H", "H", "H", "H", "H", "C", "O", "C", "O", "O", "C", "H", "H", "H", "H", "H", "H", "C", "O", "C", "O", "O", "C", "H", "H", "H", "H", "H", "H", "C", "O", "C", "O", "O", "C", "H", "H", "H", "H", "H", "H", "C", "O", "C", "O", "O", "C", "H", "H", "H", "H", "H", "H", "C", "O", "C", "O", "O", "C", "H", "H", "H", "H", "H", "H", "C", "O", "C", "O", "O", "C", "H", "H", "H", "H", "H", "H", "C", "O", "C", "O", "O", "C", "H", "H", "H", "H", "H", "H", "C", "O", "C", "O", "O", "C", "H", "H", "H", "H", "H", "H"],
  "xyz": [[-1.495, 4.976, 4.176], [-2.182, 4.118, 3.172], [-1.490, 2.967, 2.232], [0.640, 2.629, 2.599], [-2.210, 1.665, 2.514], [-1.894, 0.694, 1.625], [-1.651, 3.472, 0.648], [-2.867, 3.860, 0.174], [-0.493, 3.463, -0.286], [-2.150, 5.831, 4.689], [-0.356, 4.912, 4.462], [-3.355, 4.284, 3.025], [-3.243, 1.796, 2.624], [-2.081, 10.496, 0.499], [-2.763, 9.361, -0.029], [-1.970, 8.281, -0.240], [-0.770, 8.218, -0.020], [-2.741, 7.282, -0.739], [-2.034, 6.074, -1.012], [-2.812, 11.300, 0.628], [-1.647, 10.266, 1.477], [-1.309, 10.841, -0.197], [-1.598, 5.667, -0.094], [-1.261, 6.242, -1.768], [-2.748, 5.346, -1.406], [-0.910, 2.587, -3.006], [-1.226, 3.808, -3.673], [-1.207, 3.725, -5.027], [-0.951, 2.726, -5.681], [-1.523, 4.946, -5.528], [-1.542, 5.009, -6.953], [-0.955, 2.770, -1.929], [-1.641, 1.811, -3.255], [0.104, 2.261, -3.258], [-2.298, 4.329, -7.359], [-0.553, 4.779, -7.362], [-1.806, 6.030, -7.243], [1.208, 0.045, 8.831], [1.771, -0.951, 7.979], [2.074, -0.513, 6.731], [1.905, 0.620, 6.309], [2.597, -1.553, 6.035], [2.965, -1.237, 4.694], [1.005, -0.416, 9.801], [1.913, 0.868, 8.981], [0.262, 0.414, 8.420], [3.741, -0.464, 4.679], [2.090, -0.919, 4.118], [3.371, -2.141, 4.232], [3.693, -8.452, 2.936], [3.460, -7.886, 4.225], [3.679, -6.549, 4.295], [4.043, -5.832, 3.375], [3.422, -6.146, 5.565], [3.611, -4.751, 5.788], [3.488, -9.524, 2.996], [3.018, -8.013, 2.195], [4.737, -8.317, 2.638], [2.933, -4.164, 5.160], [4.653, -4.468, 5.604], [3.378, -4.541, 6.836], [7.988, -0.191, 6.207], [8.645, -1.038, 5.266], [7.805, -1.719, 4.446], [6.586, -1.659, 4.459], [8.557, -2.478, 3.610], [7.801, -3.256, 2.684], [8.755, 0.304, 6.810], [7.405, 0.579, 5.692], [7.350, -0.778, 6.876], [7.210, -2.608, 2.028], [7.156, -3.966, 3.212], [8.503, -3.823, 2.066], [-4.567, -3.299, 6.234], [-4.882, -2.078, 5.567], [-4.864, -2.161, 4.212], [-4.607, -3.160, 3.559], [-5.179, -0.940, 3.712], [-5.198, -0.878, 2.287], [-4.612, -3.117, 7.311], [-5.297, -4.075, 5.985], [-3.552, -3.625, 5.982], [-5.954, -1.557, 1.880], [-4.209, -1.107, 1.877], [-5.462, 0.143, 1.997], [-3.627, -8.654, -1.086], [-3.859, -8.088, 0.202], [-3.641, -6.751, 0.272], [-3.277, -6.034, -0.647], [-3.898, -6.349, 1.542], [-3.709, -4.953, 1.766], [-3.832, -9.726, -1.027], [-4.302, -8.215, -1.828], [-2.582, -8.519, -1.384], [-4.387, -4.366, 1.138], [-2.667, -4.670, 1.582], [-3.942, -4.743, 2.813], [-4.210, -2.800, -7.187], [-3.215, -2.084, -7.916], [-2.419, -1.297, -7.149], [-2.493, -1.167, -5.937], [-1.526, -0.681, -7.963], [-0.617, 0.186, -7.288], [-4.788, -3.396, -7.899], [-3.746, -3.480, -6.466], [-4.893, -2.108, -6.683], [-0.008, -0.375, -6.571], [-1.155, 0.998, -6.789], [0.050, 0.625, -8.036], [2.263, 3.073, -7.871], [1.912, 2.576, -9.161], [2.450, 3.274, -10.193], [3.178, 4.249, -10.097], [2.037, 2.698, -11.350], [2.530, 3.332, -12.529], [1.778, 2.440, -7.122], [3.346, 3.019, -7.718], [1.903, 4.098, -7.740], [3.623, 3.289, -12.563], [2.180, 4.368, -12.585], [2.138, 2.790, -13.394]],
  "homo_ev": -5.10,
  "homo_lumo_gap_ev": 6.901,
  "charge": -1
}


Number 1: strongest force on any atom 9.12 eV Å⁻¹. Number 2: strongest force on any atom 1.09 eV Å⁻¹. Number 3: strongest force on any atom 0.78 eV Å⁻¹. Number 4: strongest force on any atom 8.22 eV Å⁻¹.